1:
A single C10H11N3 molecule, computed with the ωB97M-V functional and the def2-TZVPD basis.

SMILES = NCc1ccc2c(N)nccc2c1
HOMO energy = -8.09 eV
Frontier orbital gap = 8.475 eV

```
24
Properties=species:S:1:pos:R:3:mulliken_charge:R:1
N -1.011 -2.624 -2.731 -0.57
N 1.439 1.752 2.528 -0.56
N -0.761 1.669 3.238 -0.59
C 0.731 -0.079 -1.211 -0.33
C 0.200 1.260 2.216 0.49
C 2.426 0.869 0.503 -0.72
C -0.958 -1.172 -2.872 -0.88
C 1.089 0.485 0.050 0.62
C -0.079 0.710 0.980 1.10
C -1.462 -0.412 -0.527 -0.42
C -0.453 -0.497 -1.555 0.48
C 2.633 1.300 1.888 -0.35
C -1.347 0.244 0.668 -1.36
H 3.261 0.577 -0.169 0.32
H -0.335 -0.837 -3.883 0.28
H 3.703 1.510 2.369 0.28
H -1.447 0.835 3.306 0.25
H 1.578 -0.088 -1.891 0.35
H -1.666 -2.886 -1.956 0.29
H -0.172 -3.084 -2.426 0.25
H -2.184 -0.940 -3.016 0.30
H -2.405 -0.779 -0.978 0.27
H -2.305 0.335 1.313 0.20
H -0.474 1.850 4.157 0.30
```

***

2:
A single C10H11N3 molecule, computed with the ωB97M-V functional and the def2-TZVPD basis.

SMILES = CNCc1cnc2ccccc2n1
HOMO energy = -8.83 eV
Frontier orbital gap = 8.288 eV

```
24
Properties=species:S:1:pos:R:3:mulliken_charge:R:1
N 0.725 -0.193 -0.705 -0.49
N -2.051 -0.893 0.349 -0.59
N 0.339 2.311 -2.421 -0.38
C 1.732 -1.282 1.274 -0.43
C 0.258 -2.338 3.047 -0.36
C 1.627 -2.006 2.529 -0.41
C -0.937 -1.954 2.292 -0.37
C -0.284 0.984 -2.678 -0.73
C -1.782 -0.213 -0.802 -0.27
C -0.432 0.159 -1.330 0.55
C 0.506 -0.885 0.484 0.28
C -0.028 2.883 -1.098 -0.69
C -0.848 -1.197 0.983 0.51
H 2.580 -2.251 3.064 0.34
H -1.134 2.788 -0.919 0.27
H 0.206 -2.892 4.022 0.33
H -1.931 -2.225 2.743 0.34
H 0.476 0.399 -3.282 0.33
H 2.737 -0.992 0.858 0.34
H 1.355 2.158 -2.370 0.31
H -1.250 1.050 -3.250 0.30
H 0.588 2.481 -0.237 0.22
H 0.224 3.988 -1.147 0.28
H -2.674 0.120 -1.407 0.31
```

***

Stability check: which of them is least stable? 1.

***

1:
2 unconnected molecules or ions with the total composition C4H10OS2, computed with the ωB97M-V functional and the def2-TZVPD basis.

SMILES = C=CO.CCSS
HOMO energy = -8.83 eV
Frontier orbital gap = 9.226 eV

```
17
Properties=species:S:1:pos:R:3:mulliken_charge:R:1
S -1.433 -1.864 -1.983 -0.20
S -1.159 0.146 -1.839 -0.14
O 1.808 -0.114 -0.494 -0.52
C 2.350 -1.092 1.588 -0.81
C 1.626 -1.082 0.447 0.34
C -1.218 2.067 0.104 -1.04
C -1.737 0.635 -0.145 -0.28
H 2.086 -1.734 2.447 0.24
H -0.107 -2.305 -2.075 0.15
H -2.790 0.421 -0.043 0.43
H -0.115 2.100 0.187 0.30
H 0.794 -1.812 0.246 0.18
H -1.487 2.788 -0.686 0.32
H -1.178 -0.030 0.515 0.23
H 3.112 -0.340 1.814 0.26
H -1.665 2.395 1.079 0.31
H 1.111 -0.179 -1.161 0.23
```

***

2:
2 unconnected molecules or ions with the total composition C4H10OS2, computed with the ωB97M-V functional and the def2-TZVPD basis.

SMILES = C=C(C)O.CSS
HOMO energy = -8.53 eV
Frontier orbital gap = 8.954 eV

```
17
Properties=species:S:1:pos:R:3:mulliken_charge:R:1
S -1.223 -0.131 0.954 -0.01
S -0.565 -2.063 0.447 -0.23
O 2.902 1.393 -1.789 -0.54
C -2.404 -0.596 2.278 -0.87
C 1.596 1.388 -1.305 0.87
C 0.555 0.794 -2.203 -1.15
C 1.336 1.941 -0.101 -0.88
H 3.051 0.800 -2.534 0.31
H 0.806 -0.279 -2.450 0.31
H -0.443 0.797 -1.757 0.25
H 0.535 1.311 -3.153 0.37
H -3.039 0.289 2.507 0.29
H -1.825 -0.908 3.145 0.30
H 0.301 2.179 0.208 0.24
H 2.109 2.270 0.595 0.26
H 0.415 -2.222 1.391 0.16
H -3.013 -1.444 1.920 0.32
```

***

3:
2 unconnected molecules or ions with the total composition C4H10OS2, computed with the ωB97M-V functional and the def2-TZVPD basis.

SMILES = CC(C)SO.C=S
HOMO energy = -8.57 eV
Frontier orbital gap = 8.136 eV

```
17
Properties=species:S:1:pos:R:3:mulliken_charge:R:1
S 0.572 1.802 0.172 0.06
S -4.699 0.915 0.268 -0.19
O 1.920 2.518 -0.433 -0.46
C -4.338 0.814 -1.285 -0.29
C 1.602 -0.688 -0.704 -1.16
C 1.249 0.084 0.621 0.02
C 0.094 -0.714 1.355 -1.12
H 1.688 -1.741 -0.528 0.41
H -3.791 -0.004 -1.600 0.24
H 0.440 -1.736 1.135 0.30
H 0.684 -0.475 -1.433 0.25
H -0.994 -0.561 0.950 0.26
H 2.212 2.028 -1.173 0.32
H -4.310 1.572 -2.146 0.23
H 0.220 -0.597 2.350 0.39
H 2.534 -0.285 -1.181 0.29
H 2.024 0.291 1.263 0.44
```

***

4:
2 unconnected molecules or ions with the total composition C4H10OS2, computed with the ωB97M-V functional and the def2-TZVPD basis.

SMILES = C1CCSSC1.O
HOMO energy = -8.51 eV
Frontier orbital gap = 9.028 eV

```
17
Properties=species:S:1:pos:R:3:mulliken_charge:R:1
S 2.022 0.819 1.209 -0.14
S 2.470 1.736 -0.650 -0.13
O -2.101 -3.878 1.147 -0.65
C 0.767 2.288 -1.070 -0.65
C -0.348 0.214 0.059 -0.49
C 0.945 -0.407 0.606 -0.63
C -0.186 1.070 -1.219 -0.49
H 0.405 2.879 -0.207 0.31
H -0.762 0.798 0.903 0.28
H 0.228 0.395 -1.993 0.29
H 1.570 -0.966 -0.117 0.37
H 0.827 2.967 -1.942 0.37
H -1.162 1.443 -1.584 0.31
H -1.476 -3.973 1.900 0.32
H 0.714 -1.087 1.449 0.29
H -0.964 -0.699 -0.053 0.32
H -2.950 -3.602 1.562 0.32
```

***

Stability check: which of them is least stable? 3.

***

1:
2 unconnected molecules or ions with the total composition C4H8NO3, computed with the ωB97M-V functional and the def2-TZVPD basis.

HOMO energy (spin up / spin down) = -9.57 / -9.51 eV
Multiplicity = 2
Frontier orbital gap (spin up / spin down) = 10.080 / 5.402 eV

```
16
Properties=species:S:1:pos:R:3:mulliken_charge:R:1
O 0.515 -0.489 -1.568 -0.37
O 0.730 3.076 1.851 -0.63
O -0.668 -1.427 0.074 -0.50
N 0.623 1.844 0.013 -0.27
C -0.986 -2.208 -2.184 -0.94
C -0.366 -1.276 -1.094 0.82
C 0.451 0.749 2.245 -0.78
C 0.583 1.962 1.383 0.62
H 0.638 -0.230 1.752 0.24
H 1.150 0.816 3.096 0.28
H 0.800 2.698 -0.487 0.19
H -2.066 -2.043 -2.030 0.29
H -0.539 0.639 2.757 0.23
H -0.635 -3.228 -2.093 0.29
H -0.675 -1.886 -3.168 0.33
H 0.445 1.006 -0.546 0.20
```

***

2:
2 unconnected molecules or ions with the total composition C4H8NO3, computed with the ωB97M-V functional and the def2-TZVPD basis.

HOMO energy (spin up / spin down) = -9.85 / -9.74 eV
Multiplicity = 2
Frontier orbital gap (spin up / spin down) = 10.368 / 5.635 eV

```
16
Properties=species:S:1:pos:R:3:mulliken_charge:R:1
O 0.042 1.834 3.322 -0.52
O -0.758 0.465 1.740 -0.36
O 0.419 -0.559 -2.824 -0.60
N -0.064 -0.041 -0.781 -0.15
C 0.192 1.149 2.298 0.80
C -0.294 -0.770 -1.864 0.61
C -1.482 -1.678 -1.923 -0.91
C 1.594 1.195 1.631 -1.07
H -2.182 -1.343 -2.694 0.23
H -1.384 -2.719 -1.979 0.33
H 1.542 1.759 0.695 0.33
H -0.628 0.217 -0.012 0.26
H 0.794 0.489 -0.490 0.05
H 2.249 1.493 2.489 0.28
H -1.944 -1.683 -0.938 0.26
H 1.904 0.193 1.330 0.44
```

***

Stability check: which of them is least stable? 2.